Here is C48H52Cl2N7O3P2SV as an isolated structure from OMol25. Energies are from the ωB97M-V functional and the def2-TZVPD basis.

## Properties
<S²> ... 3.759
Frontier orbital gap (spin up / spin down) ... 7.69 / 8.47 eV
Molecular weight ... 990.9 Da
Net charge ... +1
E_LUMO (spin up / spin down) ... -1.74 / -1.75 eV
ΔE to the lowest compared entry with this formula, charge and spin ... 14.7 kcal per mole
E_HOMO (spin up / spin down) ... -9.43 / -10.21 eV
2S+1 ... 4

Last column: Löwdin spin population.
Atoms and positions in Å:
V1 -12.80090 -8.63674 14.49259  2.760
C1 -7.18651 -11.61397 19.62670  0.000
C2 -7.43390 -11.88680 18.14861  0.000
C3 -6.54522 -13.10125 17.71752  0.000
C4 -8.87141 -12.19850 17.85085  0.000
C5 -9.47583 -13.30110 18.41077  -0.001
C6 -10.75232 -13.64367 18.10286  0.000
C7 -11.42887 -12.94206 17.11672  -0.001
C8 -10.79664 -11.94128 16.43661  -0.002
P1 -11.66872 -11.11261 15.01662  0.011
C9 -13.33113 -11.84746 15.07599  0.008
C10 -13.88501 -12.46763 13.94312  0.004
C11 -15.22134 -12.80224 13.98480  0.000
C12 -15.95559 -12.57410 15.15179  0.004
C13 -15.36693 -12.08754 16.29170  0.000
C14 -14.06530 -11.60058 16.19465  0.006
C15 -10.79353 -12.00203 13.72833  0.000
C16 -10.03671 -11.25348 12.83015  0.000
C17 -9.28174 -11.88031 11.78041  0.000
C18 -9.31418 -13.29269 11.66199  0.000
C19 -10.15595 -14.02533 12.48665  0.000
C20 -10.84035 -13.38480 13.51024  0.000
C21 -9.55707 -11.48740 16.84559  0.000
O1 -9.11593 -10.33430 16.25913  0.000
C22 -7.88163 -9.88605 16.65301  0.000
C23 -7.50816 -8.64202 16.08652  0.000
C24 -6.17460 -8.21640 16.37159  0.000
C25 -5.27801 -8.93571 17.06141  0.000
C26 -5.74270 -10.13062 17.66101  0.000
C27 -6.98413 -10.62423 17.40331  0.000
P2 -8.66618 -7.50424 15.23326  0.001
C28 -7.46947 -6.59417 14.13979  0.000
C29 -6.75901 -5.41585 14.43407  0.000
C30 -5.85368 -4.89147 13.55844  0.000
C31 -5.47664 -5.59864 12.39314  0.000
C32 -6.08229 -6.79430 12.16048  0.000
C33 -7.10917 -7.26933 12.96056  0.000
C34 -8.89421 -6.22918 16.54274  0.000
C35 -9.69707 -5.10590 16.15630  0.000
C36 -9.88949 -4.03644 17.01927  0.000
C37 -9.49503 -4.18166 18.35857  0.000
C38 -8.79113 -5.32466 18.77192  0.000
C39 -8.43653 -6.29438 17.85569  0.000
H1 -7.64049 -12.38470 20.22113  0.000
H2 -7.76248 -10.70980 19.92151  0.000
H3 -6.06618 -11.49733 19.89625  0.000
H4 -6.97321 -14.03246 18.07171  0.000
H5 -5.45185 -12.93910 17.92569  0.000
H6 -6.57791 -13.18713 16.66495  0.000
H7 -8.91529 -13.93422 19.10046  0.000
H8 -11.16195 -14.58478 18.53987  0.000
H9 -12.42241 -13.27683 16.91547  0.000
H10 -13.21492 -12.63915 13.11510  0.000
H11 -15.72215 -13.26645 13.15607  0.000
H12 -17.01435 -12.80124 15.17410  0.000
H13 -15.89735 -11.94687 17.18926  0.000
H14 -13.69600 -11.10563 17.08565  0.000
H15 -9.93112 -10.14143 12.93604  0.000
H16 -8.57173 -11.30118 11.19997  0.000
H17 -8.75328 -13.74749 10.84514  0.000
H18 -10.16557 -15.10292 12.45757  0.000
H19 -11.32942 -13.97589 14.22606  0.000
H20 -5.73661 -7.31865 15.93298  0.000
H21 -4.29410 -8.54030 17.26471  0.000
H22 -5.03920 -10.63344 18.24489  0.000
H23 -7.09071 -4.84442 15.29128  0.000
H24 -5.31386 -4.01198 13.80522  0.000
H25 -4.64467 -5.23426 11.84451  0.000
H26 -5.72057 -7.43547 11.36553  0.000
H27 -7.68925 -8.18027 12.76399  0.000
H28 -9.98323 -5.06468 15.13521  0.000
H29 -10.38198 -3.17814 16.65560  0.000
H30 -9.77261 -3.34513 18.96868  0.000
H31 -8.40728 -5.47273 19.83024  0.000
H32 -7.76924 -7.10644 18.13419  0.000
C40 -14.92582 -10.73134 10.58727  0.001
N1 -13.78900 -9.88609 10.31320  0.009
C41 -13.05281 -10.13143 9.09029  0.001
C42 -13.11241 -9.33656 11.38313  0.015
N2 -13.53120 -9.44622 12.61877  0.010
N3 -11.97209 -8.62635 11.05947  0.008
C43 -11.15213 -7.91330 11.94047  0.022
N4 -10.18936 -7.18518 11.26222  0.009
N5 -11.28100 -7.92275 13.22475  0.012
H33 -14.64167 -11.52348 11.26943  0.000
H34 -15.29750 -11.17360 9.65675  0.000
H35 -15.73001 -10.14251 11.04433  0.000
H36 -12.25488 -10.79538 9.30621  0.000
H37 -12.75970 -9.22386 8.60248  0.000
H38 -13.67887 -10.67459 8.38367  0.000
H39 -14.30241 -10.06523 12.59350  0.002
H40 -12.05173 -8.16583 10.15793  0.001
H41 -9.59574 -7.72398 10.63559  0.001
H42 -9.56057 -6.58406 11.82477  0.000
H43 -10.40394 -7.56065 13.65630  0.006
Cl1 -15.47764 -9.11739 15.01927  0.013
C44 -15.91759 -7.64859 14.15778  0.003
Cl2 -17.51897 -7.11287 14.50817  0.000
C45 -14.94524 -6.54318 14.58908  0.007
O2 -15.30937 -5.56864 15.20546  0.005
O3 -13.77121 -6.84066 14.26785  0.035
H44 -15.83489 -7.80216 13.08282  0.000
C46 -13.58020 -4.56343 17.61508  0.000
N6 -13.04615 -5.85142 17.07662  0.002
C47 -13.31208 -7.09365 17.37442  0.007
S1 -12.24603 -8.29841 16.90174  0.036
N7 -14.46898 -7.45257 17.94464  0.000
C48 -15.64760 -6.66428 18.28082  0.000
H45 -12.78990 -3.80549 17.46996  0.000
H46 -13.73563 -4.60167 18.69056  0.000
H47 -14.52519 -4.29756 17.15231  0.000
H48 -12.17109 -5.78904 16.55442  0.000
H49 -14.39802 -8.34260 18.36014  0.000
H50 -15.44421 -5.86556 19.04311  0.000
H51 -16.41595 -7.36788 18.62271  0.000
H52 -16.00917 -6.20904 17.34941  0.000

Atomic forces in eV per Å
V -0.06 -0.31 -0.50
C 0.50 0.96 0.84
C 1.54 -0.05 -0.22
C 0.41 0.91 0.28
C 0.41 0.95 -1.19
C 0.75 -0.30 0.71
C -0.91 -1.53 0.10
C 0.23 -1.26 0.80
C -1.38 1.42 -0.59
P 0.25 0.21 0.61
C 1.13 0.07 -1.19
C 0.17 0.31 0.92
C -0.22 0.08 0.28
C -0.58 -0.63 -0.20
C 0.81 0.71 -1.19
C -1.15 -0.56 1.51
C 0.30 -0.06 -1.75
C 1.34 0.55 -1.33
C -0.59 -0.79 1.73
C -0.31 1.62 -0.79
C 0.41 0.36 0.61
C 0.68 0.51 -0.18
C 0.07 -0.61 0.99
O 0.27 -0.51 0.53
C 0.31 1.74 -1.93
C 1.31 -0.25 1.06
C -1.07 1.15 -1.97
C -0.30 -1.81 1.83
C 1.07 1.93 -1.56
C -1.08 -1.04 0.92
P 0.69 0.52 0.39
C 0.70 -0.43 -0.56
C -1.79 -0.06 0.34
C 0.79 -0.82 -1.10
C -0.32 0.77 2.08
C -0.11 -1.29 -1.02
C -0.96 0.13 1.19
C -1.24 0.90 -0.23
C 1.69 -0.92 0.88
C 0.43 -1.98 0.47
C 0.02 -0.25 -0.71
C 0.35 0.81 1.45
C 0.08 -0.53 -0.79
H 0.16 -0.68 0.40
H 0.65 -0.23 -0.12
H -2.00 -0.22 -0.44
H 0.43 -0.12 0.54
H -1.15 -0.35 0.38
H -0.19 -0.04 -1.42
H -0.10 0.31 -0.07
H 0.06 1.09 -0.31
H -0.39 0.06 -0.47
H -0.30 -0.17 -0.32
H -0.06 -0.07 -0.36
H 0.03 -0.21 -0.08
H -0.74 0.08 0.89
H 0.52 0.08 -0.24
H -0.29 -1.17 0.06
H -0.27 0.01 -0.13
H -0.04 -0.09 0.39
H -0.12 -0.13 -0.21
H -0.87 -0.81 0.78
H -0.77 0.12 -0.03
H 0.11 -0.17 -0.07
H 0.72 -1.04 0.95
H 0.39 -0.01 0.25
H 0.19 0.82 0.17
H 0.41 0.14 -0.71
H -0.14 0.13 -0.24
H 0.63 0.07 -0.30
H -0.52 0.22 -0.84
H -0.50 0.98 -0.12
H 0.25 0.00 0.81
H -0.74 0.52 -1.39
H -0.27 0.07 0.16
C -0.43 0.17 0.01
N 0.65 0.78 0.34
C -0.97 -0.52 -0.26
C -0.94 -0.33 1.02
N 1.30 0.51 -1.37
N -0.06 0.84 -0.34
C -0.08 -0.05 1.02
N 1.09 0.24 0.08
N 0.95 0.09 -0.85
H -0.10 -0.45 0.17
H 0.12 0.22 0.29
H 0.02 -0.17 -0.09
H 1.30 -0.37 -0.05
H 0.41 0.42 -0.27
H -0.20 0.22 0.08
H -0.96 -0.69 0.61
H 0.33 -0.19 0.15
H -0.44 0.03 -0.14
H -0.90 -0.60 -0.17
H -0.90 -0.15 -0.08
Cl -0.01 -0.59 0.25
C -0.34 1.13 -0.40
Cl -1.22 -0.31 0.09
C 0.08 -0.13 0.39
O -0.52 0.56 0.09
O 1.78 -0.28 -0.44
H 0.11 -0.28 0.15
C 0.54 -0.48 -0.01
N 0.90 1.75 0.12
C -1.81 0.73 0.12
S 1.33 -1.30 -0.12
N 0.26 0.55 0.50
C -0.01 0.75 -0.09
H -0.56 -0.37 -0.26
H 0.13 -0.31 0.07
H 0.18 0.11 -0.34
H -0.46 0.27 0.19
H -0.16 -1.10 0.24
H -0.37 -0.91 -0.60
H 0.26 0.31 0.09
H -0.01 0.08 0.34



Here is C48H54BrCdN4O3P2Se5Si as an isolated structure from OMol25. Energies are from the ωB97M-V functional and the def2-TZVPD basis.

## Properties
Frontier orbital gap ... 7.42 eV
Molecular weight ... 1412.1 Da
Net charge ... -1
E_LUMO ... 2.10 eV
ΔE to the lowest compared entry with this formula, charge and spin ... 25.4 kcal per mole
E_HOMO ... -5.32 eV

Last column: Mulliken charge in e.
Atoms and positions in Å:
Cd1 -0.18594 0.45828 -2.10855  2.029
O1 2.85685 1.09535 -0.78483  -0.276
C1 3.73182 0.63018 -1.81654  0.280
C2 4.73769 -0.35432 -1.24443  -1.271
C3 4.07858 -1.58051 -0.61802  -0.186
C4 3.61191 -2.58271 -1.63120  0.575
C5 4.43785 -3.63706 -2.02830  -0.788
C6 3.94052 -4.60289 -2.88145  -0.616
C7 2.63207 -4.48362 -3.32761  -0.856
C8 1.90789 -3.37548 -2.92409  -0.750
N1 2.37677 -2.44396 -2.10182  0.145
H1 2.29396 1.77404 -1.20097  0.253
H2 4.27764 1.48646 -2.23068  0.265
H3 3.17186 0.16547 -2.63653  -0.012
H4 5.33831 0.16351 -0.49074  0.541
H5 5.41399 -0.67380 -2.04355  0.346
H6 3.21894 -1.25560 -0.04371  -0.360
H7 4.77508 -2.07443 0.06435  0.476
H8 5.44888 -3.69870 -1.64397  0.429
H9 4.55647 -5.44047 -3.18584  0.388
H10 2.18661 -5.22306 -3.97993  0.469
H11 0.89165 -3.22206 -3.27199  0.833
Se1 -1.09172 4.54248 3.73309  -0.403
P1 -0.98309 2.44278 3.69703  -0.007
C9 0.53274 1.85998 4.52035  0.965
C10 1.70886 2.51293 4.14938  -0.623
C11 2.91200 2.17602 4.74369  -0.837
C12 2.95312 1.19460 5.72645  -0.665
C13 1.79113 0.53497 6.09128  -0.859
C14 0.58497 0.86147 5.48458  0.360
C15 -2.43232 1.75664 4.54290  -0.005
C16 -3.53403 1.41204 3.76303  -0.351
C17 -4.73473 1.06345 4.35993  -0.019
C18 -4.84378 1.06124 5.74325  -0.604
C19 -3.75428 1.42257 6.52469  -0.916
C20 -2.55339 1.77627 5.92883  0.074
C21 -0.94986 1.71473 2.04394  0.669
C22 -0.95539 0.43914 1.46205  -1.106
N2 -0.83053 0.64239 0.13049  1.364
N3 -0.80580 1.95577 -0.07629  0.335
N4 -0.86437 2.61561 1.04391  -1.080
P2 -0.97006 -1.25240 2.07220  0.529
Se2 -0.97144 -2.67898 0.52886  -0.372
C23 -2.40612 -1.47580 3.17325  0.499
C24 -2.35550 -1.19258 4.53414  0.257
C25 -3.44807 -1.44839 5.34856  -0.780
C26 -4.61132 -1.96936 4.80272  -0.747
C27 -4.67434 -2.24430 3.44335  -1.054
C28 -3.57115 -2.01583 2.63517  -0.565
C29 0.49534 -1.39784 3.12885  0.545
C30 0.57634 -2.38319 4.10988  -0.166
C31 1.76631 -2.58903 4.78872  -0.801
C32 2.88007 -1.81676 4.48814  -0.793
C33 2.80500 -0.84238 3.50466  -0.394
C34 1.61782 -0.63384 2.81995  -0.924
H12 1.66567 3.29752 3.40342  0.419
H13 3.81939 2.68383 4.44260  0.442
H14 3.89227 0.93984 6.20183  0.397
H15 1.81822 -0.24149 6.84548  0.375
H16 -0.31102 0.32806 5.77212  -0.071
H17 -3.44989 1.43758 2.68330  -0.104
H18 -5.58559 0.80559 3.74193  0.465
H19 -5.77870 0.78326 6.21385  0.417
H20 -3.84286 1.44300 7.60382  0.429
H21 -1.72673 2.11436 6.54197  0.523
H22 -1.45393 -0.78108 4.96550  -0.144
H23 -3.39093 -1.23077 6.40751  0.514
H24 -5.46666 -2.16667 5.43705  0.415
H25 -5.57835 -2.65479 3.01146  0.451
H26 -3.58976 -2.28368 1.58597  0.590
H27 -0.28278 -3.00738 4.32404  0.563
H28 1.82544 -3.35709 5.54987  0.427
H29 3.80900 -1.97609 5.02209  0.429
H30 3.67203 -0.24164 3.26130  0.616
H31 1.56853 0.12142 2.04284  0.334
C35 -2.49306 1.35575 -5.01225  -0.765
Se3 -2.51450 1.86633 -3.14466  0.003
C36 -4.24633 1.01489 -2.77566  -0.835
C37 -5.04546 1.76207 -1.72927  -1.015
Se4 -4.22462 1.78339 0.04022  -0.005
C38 -4.10825 -0.14360 0.27611  0.036
H32 -2.65421 0.28441 -5.09882  -0.067
H33 -1.50937 1.61566 -5.38952  0.283
H34 -3.27054 1.90857 -5.53733  0.532
H35 -4.08123 -0.02237 -2.48416  0.431
H36 -4.78604 1.01558 -3.72462  0.557
H37 -6.04464 1.33220 -1.63511  0.459
H38 -5.14800 2.81290 -2.00128  0.402
H39 -5.04816 -0.61481 -0.00876  0.780
H40 -3.92647 -0.32155 1.33486  -0.944
H41 -3.27769 -0.55672 -0.29485  0.162
Br1 5.65254 5.31877 -2.11470  -0.222
C39 4.48189 4.53968 -3.39790  0.046
C40 4.88803 4.47140 -4.72003  -0.456
C41 4.02885 3.90260 -5.65067  -0.565
C42 2.78627 3.42616 -5.26104  -0.657
C43 2.40140 3.49351 -3.92886  0.569
C44 3.25763 4.04761 -2.98425  -0.187
C45 1.06456 2.91752 -3.51480  -0.210
O2 0.09891 3.05602 -4.26057  -0.638
O3 1.07830 2.30676 -2.39070  -0.524
H42 5.85709 4.85085 -5.01323  0.404
H43 4.33606 3.83495 -6.68684  0.375
H44 2.10140 2.98893 -5.97541  0.412
H45 2.96488 4.08282 -1.94343  0.482
C46 0.73813 -3.45436 -5.86765  -0.372
Si1 -0.43846 -2.05149 -5.45784  0.541
C47 -1.95665 -2.73954 -4.58878  -0.945
C48 -1.01003 -1.35375 -7.11279  -1.136
Se5 0.68715 -0.44448 -4.35667  -0.778
H46 0.23152 -4.25256 -6.41856  0.445
H47 1.18937 -3.87652 -4.97007  -0.540
H48 1.54702 -3.06722 -6.49182  0.276
H49 -2.48965 -3.40559 -5.27445  0.365
H50 -2.63938 -1.93776 -4.29777  0.079
H51 -1.71091 -3.30834 -3.69035  0.352
H52 -1.22412 -2.15704 -7.82419  0.385
H53 -0.22906 -0.71850 -7.53485  0.277
H54 -1.90933 -0.74598 -7.00524  0.278

Atomic forces in eV per Å
Cd -0.14 0.07 -0.15
O 0.30 -0.31 -0.06
C 0.03 0.25 0.03
C -0.07 0.19 0.06
C 0.12 -0.09 0.00
C 0.05 -0.17 0.08
C 0.04 0.04 0.03
C -0.04 0.01 -0.02
C 0.19 -0.08 0.13
C -0.05 0.05 0.31
N -0.10 -0.11 0.22
H -0.08 -0.07 -0.08
H 0.02 -0.05 -0.09
H -0.09 0.00 0.07
H -0.02 -0.01 0.00
H 0.04 0.09 -0.01
H -0.19 0.04 0.18
H 0.03 0.03 -0.01
H -0.01 -0.01 0.01
H -0.01 -0.01 0.01
H 0.08 -0.04 0.06
H 0.12 0.04 0.26
Se 0.02 -0.05 -0.01
P -0.04 0.09 0.11
C 0.04 0.08 0.01
C -0.05 -0.01 -0.01
C 0.03 -0.01 0.10
C -0.07 0.20 0.09
C -0.10 0.18 0.14
C 0.02 -0.02 0.11
C -0.07 0.07 -0.10
C -0.12 0.11 0.04
C -0.05 0.35 -0.05
C 0.00 0.29 -0.02
C -0.06 0.10 -0.01
C 0.00 0.16 0.02
C -0.21 0.10 0.03
C 0.28 -0.21 0.02
N -0.15 0.36 -0.07
N 0.18 0.16 -0.01
N 0.04 -0.09 -0.16
P 0.04 -0.07 0.08
Se 0.05 -0.06 -0.20
C 0.02 -0.19 -0.04
C 0.02 -0.21 0.14
C 0.22 -0.40 0.06
C 0.09 -0.20 -0.11
C -0.03 -0.01 0.11
C 0.13 -0.29 0.20
C 0.03 -0.04 -0.10
C -0.02 -0.04 -0.09
C 0.05 0.00 0.02
C -0.01 -0.16 -0.14
C 0.04 -0.18 -0.25
C 0.07 0.00 -0.01
H 0.00 0.01 0.00
H 0.00 0.01 0.00
H 0.02 -0.01 -0.01
H -0.01 0.01 -0.02
H 0.11 0.14 0.09
H -0.02 0.00 0.06
H 0.02 -0.01 0.00
H -0.01 0.00 0.00
H 0.00 0.00 0.01
H 0.02 -0.03 -0.01
H -0.12 -0.18 -0.09
H 0.02 -0.08 -0.09
H -0.02 0.01 0.00
H -0.01 -0.02 0.00
H 0.03 -0.13 0.14
H 0.00 0.01 0.00
H 0.00 -0.01 0.00
H 0.00 0.00 0.01
H -0.03 -0.03 -0.01
H 0.03 -0.03 0.00
C 0.00 0.03 -0.02
Se -0.01 0.11 0.19
C 0.08 -0.07 -0.01
C -0.01 0.00 0.05
Se -0.09 -0.02 -0.06
C -0.01 0.27 -0.13
H 0.01 0.00 -0.01
H 0.05 0.01 0.01
H 0.01 -0.02 0.00
H -0.04 -0.01 -0.01
H 0.00 0.00 0.00
H 0.01 -0.01 0.00
H -0.02 -0.01 -0.01
H -0.04 -0.03 0.03
H -0.12 0.30 -0.33
H -0.02 -0.02 0.03
Br -0.01 -0.01 0.00
C 0.01 0.01 0.01
C -0.01 -0.02 0.00
C 0.00 0.00 0.00
C -0.01 0.06 -0.02
C -0.02 0.00 -0.01
C 0.02 -0.02 0.00
C -0.06 0.09 0.01
O -0.01 -0.10 -0.04
O 0.02 -0.09 0.06
H 0.00 0.01 0.00
H 0.01 0.00 0.00
H -0.01 0.00 0.01
H 0.00 0.00 0.00
C -0.03 -0.11 -0.03
Si -0.12 0.18 -0.10
C 0.02 -0.01 0.04
C 0.01 -0.03 0.01
Se -0.03 -0.08 -0.03
H -0.03 0.02 -0.03
H -0.25 0.08 -0.67
H 0.02 -0.02 0.00
H -0.01 0.00 0.01
H 0.01 0.00 0.01
H 0.04 0.02 0.04
H -0.01 -0.01 0.01
H 0.00 -0.01 -0.02
H 0.00 0.03 -0.01